Record 1
A 2-piece molecular cluster, C30H37B2N2O7P2S2 overall at a distorted geometry. Source: the OMol25 dataset; level of theory: ωB97M-V with the def2-TZVPD basis set.

strongest force on any atom = 1.50 eV/A
LUMO energy = 0.0163 Eh
HOMO-LUMO gap = 0.181 Eh
E = -3330.60486 Eh
net charge = -1

Positions of all 82 atoms, in Å:
S -2.2398 -1.0896 1.8714
S -2.5934 4.4795 3.9761
P -2.0249 4.3688 2.1048
P -2.3563 0.8860 2.1605
O 3.3937 2.0821 0.7604
O 2.9830 -8.1391 -1.0246
O -3.5105 6.6774 0.7681
O -5.5791 5.5564 0.8051
O 5.7810 -3.6805 -0.0263
O -3.2353 2.0560 -0.2519
O -4.3347 3.0953 1.5094
N -3.5883 2.3706 -3.2119
N -6.6586 -0.7246 2.1295
C -5.7315 0.2329 2.1224
C 2.0605 -4.1424 1.8299
C 1.8224 -6.2438 0.6836
C 3.3022 -3.9578 1.2452
C -3.1741 3.4340 -0.4434
C -6.8727 -1.3429 0.9682
C 4.8854 0.2882 1.2931
C 3.5986 -7.1143 -0.8162
C -6.2198 -1.0259 -0.2188
C 3.0687 -6.0652 0.0967
C 4.9135 -6.8680 -1.4780
C 0.5886 4.1798 -0.5787
C -4.5413 2.8803 -2.5603
C 6.6177 -7.5922 -3.0065
C -3.5013 4.0556 0.9768
C 5.6309 -5.6956 -1.2362
C 4.2431 1.1059 0.2005
C 2.3646 2.4572 -0.1292
C -4.3860 3.7777 -1.3707
C -0.6152 3.2415 -0.7814
C 1.6061 3.6348 0.4190
C 6.8338 -5.4713 -1.8937
C -1.9197 3.9564 -1.1507
C -4.9905 0.6424 1.0062
C 5.4160 -7.8181 -2.3579
C 1.3180 -5.2826 1.5435
C 7.3233 -6.4150 -2.7800
C 3.8072 -4.9105 0.3709
C 5.1284 -4.6739 -0.2719
C -5.2624 -0.0117 -0.1963
B -3.8715 1.7780 1.0696
B -4.2096 5.4893 0.8413
H -0.3714 2.5531 -1.5855
H -1.0262 3.4001 1.9705
H -3.9441 1.8068 -3.9792
H 4.8586 -8.7280 -2.5317
H -2.0351 3.9131 -2.2257
H 1.0872 4.3199 -1.5398
H -2.5311 1.1240 3.5410
H -4.3558 4.8174 -1.7156
H -4.7195 0.2701 -1.0868
H 5.2891 -0.6299 0.8684
H 3.6886 0.4503 -0.4746
H 8.2573 -6.2357 -3.2961
H 0.2856 5.1715 -0.2430
H 4.1725 0.0166 2.0652
H -7.6059 -2.1403 0.9661
H -6.4179 -1.5590 -1.1368
H -5.5734 2.6837 -2.8606
H 5.0212 1.5909 -0.4001
H 2.7719 2.6735 -1.1224
H 5.7228 0.8122 1.7453
H -5.8565 6.0966 0.0600
H -0.7275 2.6382 0.1134
H -1.8259 5.0187 -0.8963
H 1.6632 1.6231 -0.2474
H 1.1239 3.3582 1.3553
H 1.6646 -3.3944 2.5035
H 7.3778 -4.5558 -1.7078
H 2.3002 4.4384 0.6704
H 1.2510 -7.1334 0.4590
H -1.0879 1.3885 1.8049
H 7.0057 -8.3320 -3.6944
H -1.3997 5.5534 1.6799
H 0.3432 -5.4182 1.9921
H -5.5467 0.7273 3.0689
H -2.7232 6.6257 0.2196
H -5.2854 3.6635 -0.7686
H 3.8785 -3.0689 1.4614

***

Record 2
C30H37IrN2O5Si as an isolated structure at a distorted geometry. Source: the OMol25 dataset; level of theory: ωB97M-V with the def2-TZVPD basis set.

<S²> = 0.754
spin multiplicity = 2
strongest force on any atom = 2.10 eV/A
LUMO energy (spin up / spin down) = -0.1918 / -0.2125 Eh
HOMO-LUMO gap (spin up / spin down) = 0.210 / 0.189 Eh
E = -2044.62216 Eh
net charge = +1

Positions of all 76 atoms, in Å:
Ir -0.0488 0.1283 -0.2710
Si 0.3303 -2.8610 -1.8256
O 0.5452 -1.6734 -0.8024
O 1.3987 2.8669 -1.6061
O -1.2287 -1.5539 1.7102
O 1.3195 0.6425 -1.6822
O -0.6511 2.9643 -0.3710
N -0.7833 1.7936 0.2259
N -1.0974 -0.4058 1.3053
C -2.6092 0.3425 3.1659
C 6.1220 1.4048 -5.8588
C 1.1020 -3.4061 -4.5083
C -2.4490 -2.5311 -1.7008
C -1.7842 0.6208 1.9608
C 4.4677 1.1388 -1.1094
C 1.8925 -3.2097 -5.6295
C 4.1971 1.3641 -2.5759
C 1.3428 -5.6943 -1.5837
C -3.1086 -4.8682 -3.0377
C 5.2262 1.2993 -3.5071
C 2.5377 -3.9115 -0.2508
C 2.6594 1.9438 -4.3712
C 2.9185 1.6913 -3.0262
C 2.5308 -1.9152 -3.2506
C 1.2778 2.3299 -4.8322
C 3.3166 -1.7206 -4.3754
C -1.5926 1.8342 1.3570
C -1.4228 -3.3766 -2.1358
C 3.0001 -2.3735 -5.5598
C 5.0010 1.5286 -4.8596
C -1.7789 -4.5509 -2.8104
C 1.4146 -2.7589 -3.3078
C -3.7804 -2.8449 -1.9304
C 1.2156 -4.5044 -0.6711
C 3.7151 1.8558 -5.2711
C -2.1465 3.1223 1.8444
C 0.2099 -4.6575 0.4434
C 1.7980 1.7750 -2.0386
C -4.1114 -4.0178 -2.5920
H 4.1633 -1.0473 -4.3293
H -0.7374 -5.0676 0.0967
H 3.1992 -3.7280 -1.0973
H -2.4031 3.7720 1.0122
H 4.2692 2.0477 -0.5371
H -2.3220 -0.6121 3.5971
H 0.5424 1.5693 -4.5588
H -4.5591 -2.1741 -1.5918
H 1.9118 -5.4745 -2.4866
H 2.4169 -2.9934 0.3208
H -1.3848 3.6377 2.4354
H 0.3168 2.9602 -0.8586
H 1.6371 -3.6978 -6.5609
H 3.5287 2.0601 -6.3200
H 3.0189 -4.6573 0.3943
H -5.1497 -4.2714 -2.7607
H -3.0213 2.9566 2.4672
H -1.0184 -5.2287 -3.1754
H -3.3622 -5.7796 -3.5627
H -3.6676 0.2897 2.9018
H 6.2309 1.0732 -3.1653
H -2.4847 1.1270 3.9101
H 2.7561 -1.3781 -2.3373
H 1.8975 -6.4574 -1.0225
H 3.6168 -2.2261 -6.4372
H 0.9671 3.2691 -4.3717
H 0.2282 -4.0397 -4.5841
H 0.6489 -5.3650 1.1596
H 0.3800 -6.1245 -1.8499
H 5.9510 2.0419 -6.7256
H -2.2087 -1.6091 -1.1847
H 3.8264 0.3534 -0.7035
H 1.2494 2.4559 -5.9126
H 0.0243 -3.7208 0.9701
H 7.0802 1.6728 -5.4154
H 6.2028 0.3763 -6.2189
H 5.5059 0.8583 -0.9432